No. 1
Formula: C5H12N5O3
Source: the Open Molecules 2025 dataset
Level of theory: wB97M-V/def2-TZVPD

Summary:
HOMO-LUMO gap   10.4 eV
Total charge   +1
LUMO   -0.129 Eh
Energy relative to the best compared isomer or geometry (same formula, charge and spin)   393.2 kJ/mol

Element x y z (Å)
O -0.66751 4.69936 0.08047
O 0.18601 -1.93467 -1.41257
O -2.67011 4.86424 -0.71237
N 1.56713 0.64235 0.64519
N 1.12701 -1.10885 -0.86569
N 0.86789 1.23137 1.65942
N -1.66502 4.25082 -0.45443
N -0.39479 -0.35258 0.80373
C 0.42045 -3.63104 0.37566
C -0.29241 0.58738 1.71056
C 0.77719 -0.32776 0.14265
C 0.42959 -3.32956 -1.10367
C -1.63642 2.80875 -0.82399
H -0.39774 -3.82508 -1.61064
H -0.52530 -3.31209 0.81638
H 1.21368 2.00932 2.20020
H -2.43929 2.31216 -0.28684
H 1.23147 -3.12160 0.90058
H -0.66145 2.43067 -0.53935
H -1.79767 2.72239 -1.89394
H 1.35649 -3.64387 -1.59305
H 2.48596 0.94397 0.36267
H -1.07845 0.81750 2.41455
H 0.54943 -4.70116 0.52757
H 2.01387 -1.03202 -1.34309

Mulliken atomic charges, in units of e: -0.545, -0.249, -0.520, -0.042, -0.126, -0.009, 0.916, -0.312, -1.035, -0.234, 0.492, -0.131, -0.532, 0.280, 0.289, 0.230, 0.265, 0.245, 0.122, 0.310, 0.312, 0.202, 0.456, 0.392, 0.222

---

No. 2
Formula: C5H12N6S
Source: the Open Molecules 2025 dataset
Level of theory: wB97M-V/def2-TZVPD

Summary:
HOMO-LUMO gap   9.3 eV
Total charge   0
LUMO   0.024 Eh
Energy relative to the best compared isomer or geometry (same formula, charge and spin)   188.2 kJ/mol

Element x y z (Å)
S 1.31049 0.40063 -0.00208
N 0.69917 1.04148 1.32328
N -2.01862 0.83168 -1.46776
N 0.44700 -0.41517 -1.01141
N -2.00858 -0.57448 0.23185
N -3.31919 -0.03203 0.13505
N -4.32785 1.49782 -1.27407
C -1.36022 -0.05807 -0.74695
C 2.62123 -0.70188 0.60275
C -3.26630 0.75065 -0.91390
C 2.32827 1.60970 -0.95848
C -1.46339 -1.40398 1.22152
H 3.47191 -0.26418 0.99291
H -4.92712 1.90581 -0.61058
H 2.14043 -1.30937 1.39632
H 2.77162 1.04451 -1.76488
H -4.18767 2.02994 -2.08911
H 2.83945 -1.48977 -0.23214
H 2.83144 2.19644 -0.19074
H -0.70974 -2.09456 0.82002
H 1.64430 2.28381 -1.44042
H -2.28684 -1.98270 1.67170
H -0.30250 1.07712 1.48519
H -0.83063 -0.71163 1.92682

Mulliken atomic charges, in units of e: 1.014, -0.763, -0.665, -0.536, 0.614, -0.931, -0.414, 0.236, -1.027, 0.545, -1.114, -0.721, 0.422, 0.228, 0.286, 0.370, 0.234, 0.335, 0.408, 0.292, 0.333, 0.306, 0.268, 0.280

---

No. 3
Formula: C5H12N8OS
Source: the Open Molecules 2025 dataset
Level of theory: wB97M-V/def2-TZVPD

Summary:
SMILES   NC(N)=[NH+]/[N+](N)=C(/O)N(N)c1cscn1
HOMO-LUMO gap   8.8 eV
Total charge   +2
LUMO   -0.264 Eh

Element x y z (Å)
S -0.87676 -2.31596 -2.70793
O -1.22506 0.59209 2.72071
N 2.83715 0.62183 0.22948
N -1.76276 -0.38192 0.58008
N 1.99656 0.73140 -1.97744
N 0.69566 1.13871 -0.16087
N 0.27291 0.79482 1.13008
N -3.11807 -0.24650 0.74478
N 0.22095 -1.31765 -0.58549
N 1.12335 1.13087 2.20980
C 0.50277 -1.93539 -1.66834
C -1.00996 0.34835 1.40072
C -1.91114 -1.49781 -1.59976
C 1.94606 0.77524 -0.68426
C -1.14482 -1.09732 -0.51348
H -3.64892 -1.10202 0.91589
H 0.91344 0.38042 2.97063
H 2.77353 0.55433 -2.63094
H -3.54993 0.18549 -0.05223
H -2.92100 -1.71182 -1.82355
H 1.01131 2.10003 2.64565
H 3.71454 0.24536 -0.05074
H -2.13688 0.66657 3.03676
H 0.12287 1.91340 -0.64003
H 2.53638 0.78347 1.13282
H 1.15149 0.93565 -2.46623
H 1.48635 -2.29164 -2.15613

Mulliken atomic charges, in units of e: 0.014, -0.455, -0.244, 0.543, -0.322, -0.418, 0.275, -1.019, -0.319, -0.775, -0.132, 0.642, -0.405, 0.692, 0.273, 0.280, 0.318, 0.241, 0.276, 0.422, 0.274, 0.221, 0.399, 0.336, 0.300, 0.231, 0.352

---

No. 4
Formula: C5H12NO
Source: the Open Molecules 2025 dataset
Level of theory: wB97M-V/def2-TZVPD

Summary:
SMILES   CC(C)[C@H](N)C[O-]
HOMO-LUMO gap   6.0 eV
Total charge   -1
LUMO   0.142 Eh
Energy relative to the best compared isomer or geometry (same formula, charge and spin)   28.8 kJ/mol

Element x y z (Å)
O -2.30099 0.86378 0.59749
N 0.02778 -1.61768 -0.78677
C -1.64350 0.20122 -0.39313
C 0.78167 0.39581 0.45334
C 2.06088 -0.40715 0.74539
C -0.39855 -0.54224 0.13938
C 1.10420 1.41272 -0.65749
H 1.18324 0.92689 -1.63275
H 1.82925 -1.26002 1.39105
H -0.71775 -0.96296 1.10427
H 2.48208 -0.84888 -0.16306
H 2.08269 1.86046 -0.46134
H 0.32110 2.14138 -0.74788
H -0.77103 -2.19487 -1.00685
H -1.28458 0.86433 -1.19740
H 2.82288 0.17687 1.26764
H -2.31100 -0.56387 -0.85516
H 0.74210 -2.20783 -0.37287
H 0.50178 0.95303 1.33610

Mulliken atomic charges, in units of e: -0.915, -0.738, -0.674, 0.747, -1.749, 0.286, -1.672, 0.346, 0.387, 0.209, 0.365, 0.428, 0.384, 0.279, 0.188, 0.440, 0.244, 0.193, 0.252

---

No. 5
Formula: C5H12NO
Source: the Open Molecules 2025 dataset
Level of theory: wB97M-V/def2-TZVPD

Summary:
HOMO-LUMO gap   5.5 eV
Total charge   -1
LUMO   0.093 Eh
Energy relative to the best compared isomer or geometry (same formula, charge and spin)   1249.4 kJ/mol

Element x y z (Å)
O 2.28750 1.30235 -1.58065
N 0.22243 0.52130 -1.08083
C -0.32418 -0.16980 0.29474
C 0.89732 -2.23040 0.21627
C 1.80233 0.30332 -1.04193
C -2.34498 1.76046 0.75260
C -0.65466 -1.48753 0.37225
H -3.34150 1.97436 -0.00536
H 2.20034 0.13133 0.06305
H 1.45397 -1.55489 0.88483
H -2.12326 2.64796 1.60640
H -1.35196 -2.41962 0.36870
H -2.48250 0.81433 1.26447
H 0.40804 0.23366 0.82467
H -0.90300 2.62935 -0.44842
H 1.66421 -0.65972 -1.57891
H 0.28149 1.46838 -0.95906
H 0.95325 -3.07053 0.90763
H 1.35514 -2.19431 -0.86045

Mulliken atomic charges, in units of e: -0.733, -0.411, -0.751, -0.791, 0.077, -0.820, -0.199, 0.198, 0.064, 0.158, 0.231, 0.312, 0.281, 0.651, 0.175, -0.044, 0.039, 0.410, 0.155

---

No. 6
Formula: C5H12NO
Source: the Open Molecules 2025 dataset
Level of theory: wB97M-V/def2-TZVPD

Summary:
SMILES   CN[C@H](C)CC[O-]
HOMO-LUMO gap   6.0 eV
Total charge   -1
LUMO   0.144 Eh
Energy relative to the best compared isomer or geometry (same formula, charge and spin)   181.8 kJ/mol

Element x y z (Å)
O 2.19020 -0.98455 -1.21342
N -1.18737 0.49227 0.91134
C -0.13953 -1.23756 -0.42389
C -0.94863 1.28117 2.15335
C 0.05138 0.20477 0.06157
C 1.23121 -1.89156 -0.94144
C 0.16790 1.06851 -1.18054
H -1.81830 0.95574 0.27175
H -0.40948 -1.79406 0.47683
H 0.13865 1.30264 2.15547
H 1.01415 -2.45758 -1.87495
H 1.15648 0.98260 -1.63112
H 0.06137 2.18004 -1.10640
H -0.19269 0.58920 -2.09680
H -1.52487 2.24665 2.07424
H -1.34720 0.62588 2.93939
H 1.51130 -2.55224 -0.07850
H 0.94092 0.29128 0.69581
H -0.89550 -1.30320 -1.19270

Mulliken atomic charges, in units of e: -0.868, -0.405, -1.108, -0.655, 0.540, -0.431, -1.492, 0.279, 0.369, 0.288, 0.208, 0.410, 0.356, 0.301, 0.229, 0.218, 0.189, 0.228, 0.346